(a)
ORCA calculation (ωB97M-V with the def2-TZVPD basis set) on a cluster of 2 separate species, C2H5N2O2 in total.

Calculated values
HOMO energy = -12.94 eV
LUMO = -6.80 eV

```
! RIJCOSX wB97M-V def2-TZVPD def2/J DEFGRID3
* xyz 1 1
H 2.87 1.44 0.10
H -0.08 -0.57 -0.48
C -3.08 0.05 0.10
C 2.98 0.32 0.26
H -3.35 0.94 -0.40
H -3.76 -0.13 0.89
N 1.26 -1.16 -0.40
N 2.00 -0.34 -0.12
H 3.98 -0.15 0.58
O -0.90 0.02 -0.71
O -1.90 -0.41 0.19
*
```

Results of the Mulliken charge analysis, in e, for atoms 1 through 4:
1 H 0.227
2 H 0.538
3 C 0.076
4 C -0.252


(b)
ORCA calculation (ωB97M-V with the def2-TZVPD basis set) on a structure of composition C2H5N2O2.

Calculated values
HOMO energy = -14.01 eV
LUMO = -3.62 eV

```
! RIJCOSX wB97M-V def2-TZVPD def2/J DEFGRID3
* xyz 1 1
O -0.01 0.82 0.36
H 0.81 -0.96 2.76
N 0.24 -0.37 2.18
N -0.43 0.27 -1.85
C 0.29 -0.29 0.91
H -1.28 -0.01 -1.38
H 0.10 0.54 2.60
O 0.59 -1.10 -0.01
C 0.62 0.42 -0.85
H -0.24 -0.52 -2.49
H -0.70 1.19 -2.24
*
```

Results of the Mulliken charge analysis, in e, for atoms 1 through 4:
1 O -0.230
2 H 0.308
3 N -0.318
4 N -0.192


Winner for stability: (b)